[1]
DFT (ωB97M-V/def2-TZVPD) results for C11H13F6IN2O5PPtS as an isolated structure at a distorted geometry.

Values from the calculation:
E_HOMO (spin up / spin down)	-9.13 / -9.52	eV
expectation value of S²	3.76
HOMO-LUMO gap (spin up / spin down)	9.13 / 6.83	eV

The geometry in ORCA input format:
```
! RIJCOSX wB97M-V def2-TZVPD def2/J DEFGRID3
* xyz 0 4
Pt 1.58 -0.70 -0.70
C -1.68 0.94 -3.06
F 3.17 2.49 -1.02
H -1.80 3.78 -2.75
F 1.15 1.62 -1.33
F 3.06 0.35 -1.73
C -2.12 1.29 -0.65
H -1.60 1.40 -4.03
I -2.01 -2.28 3.22
C -1.63 0.02 -0.42
C -0.34 0.11 3.53
H -3.51 3.24 -2.70
H 0.33 -0.75 6.02
O 1.08 -2.10 2.13
N 0.54 -2.17 -0.18
C 0.94 -2.94 0.97
F 1.71 1.07 -3.42
F 3.76 2.03 -3.15
O -1.83 -3.12 -0.25
O 2.93 -1.04 1.37
H 0.21 -3.68 1.27
C -2.09 1.76 -1.97
C 2.07 -1.17 2.19
H 1.87 -1.22 5.55
N 0.93 -0.96 5.23
C -1.29 -0.39 -2.78
H -1.17 0.31 4.17
H -1.66 -0.47 0.54
P 2.45 1.91 -2.28
C 0.74 -0.45 4.03
H -2.75 3.66 -1.15
H -0.41 0.48 2.53
C -1.28 -0.85 -1.45
O 1.97 -0.46 3.27
C -2.53 3.20 -2.13
F 1.96 3.30 -2.80
H -2.45 1.95 0.19
S -0.87 -2.52 -1.12
H 1.92 -3.37 0.74
O -0.48 -3.15 -2.33
H -0.85 -1.11 -3.55
*
```

=====

[2]
DFT (ωB97M-V/def2-TZVPD) results for one molecule with the formula C5H8O2.

Values from the calculation:
E_HOMO	-8.16	eV
energy above the lowest of the compared OMol25 structures with the same formula, charge and spin	4.903	eV
HOMO-LUMO gap	7.69	eV

The geometry in ORCA input format:
```
! RIJCOSX wB97M-V def2-TZVPD def2/J DEFGRID3
* xyz 0 1
C -2.04 -0.07 0.49
C 2.19 1.26 0.81
C 1.15 -0.37 -0.61
O 0.22 -0.62 0.27
H 1.06 -0.86 -1.58
H -1.99 -0.27 1.57
H -3.05 -0.29 0.13
H -0.85 1.45 0.64
H -1.12 -0.88 -1.29
H -1.22 -2.07 0.07
C 2.23 0.42 -0.32
H 3.22 1.68 0.88
O -1.71 1.27 0.22
C -1.07 -1.02 -0.20
H 3.01 0.35 -1.08
*
```

=====

[3]
DFT (ωB97M-V/def2-TZVPD) results for a 3-piece molecular cluster, C17H29Cl2NO6 overall at a distorted geometry.

Values from the calculation:
E_HOMO	-9.36	eV
HOMO-LUMO gap	7.80	eV

The geometry in ORCA input format:
```
! RIJCOSX wB97M-V def2-TZVPD def2/J DEFGRID3
* xyz 0 1
H -5.45 -1.70 -5.94
H -2.77 -0.61 -0.65
O 5.41 2.06 1.52
C -4.16 0.34 -4.67
N 5.36 -2.62 0.70
C 4.81 -1.39 1.00
O 2.68 -2.20 0.45
H -0.59 -0.36 0.36
H 6.24 -2.49 0.20
C -4.46 0.02 1.97
H -3.82 -2.14 -5.36
C -2.72 -0.29 0.39
O -3.83 -0.87 1.07
C 4.34 3.12 4.10
H 2.77 2.99 1.85
Cl 1.73 3.72 4.42
H 2.83 1.67 4.59
H -1.43 -0.69 4.26
O -2.20 -0.77 -3.78
C 3.34 0.95 1.90
C -1.41 -0.75 0.98
C 4.79 1.01 1.59
H -2.78 0.81 0.41
H 4.33 3.85 4.90
H 5.07 2.35 4.30
C 2.60 2.12 2.48
H -4.80 -0.30 -4.06
H -1.35 -1.84 0.97
H 1.62 -0.28 1.76
H -2.43 -1.68 3.18
C 2.97 2.50 3.91
H -4.64 1.33 -4.74
H -2.94 0.98 -3.05
H -3.74 0.48 2.65
C 2.68 -0.16 1.59
C -4.38 -1.55 -6.09
C -1.46 -1.21 3.30
H -0.68 -1.98 3.30
C 5.48 -0.27 1.31
Cl 7.19 -0.26 1.31
H 1.55 1.88 2.46
C -2.81 0.49 -4.02
H 4.64 3.63 3.20
H -2.16 1.13 -4.63
H -5.18 -0.55 2.54
H -0.89 -2.11 -4.57
O -4.06 -0.17 -5.99
C -1.18 -1.07 -4.73
H -4.11 -1.88 -7.09
O -1.21 -0.24 2.29
H -1.54 -0.96 -5.75
H -4.99 0.81 1.42
C 3.34 -1.32 0.98
H 4.74 -3.11 0.07
H -0.31 -0.44 -4.57
*
```

=====

[4]
DFT (ωB97M-V/def2-TZVPD) results for C3H3AlO2 as an isolated structure at a distorted geometry.

Values from the calculation:
E_HOMO (spin up / spin down)	-20.95 / -19.03	eV
energy above the lowest of the compared OMol25 structures with the same formula, charge and spin	0.798	eV
HOMO-LUMO gap (spin up / spin down)	9.01 / 6.17	eV

The geometry in ORCA input format:
```
! RIJCOSX wB97M-V def2-TZVPD def2/J DEFGRID3
* xyz 2 1
H -1.51 1.46 -0.90
H -1.06 -0.27 1.39
C -0.58 0.07 0.46
C -1.30 0.42 -0.64
C 1.57 -2.07 0.01
O 0.38 0.99 0.62
Al 1.91 0.78 0.37
O 2.13 -1.06 0.08
H -1.53 -0.33 -1.39
*
```

=====

[5]
DFT (ωB97M-V/def2-TZVPD) results for C9H21AlO3 as an isolated structure at a distorted geometry.

Values from the calculation:
E_HOMO	-8.47	eV
energy above the lowest of the compared OMol25 structures with the same formula, charge and spin	0.000	eV
HOMO-LUMO gap	7.31	eV

The geometry in ORCA input format:
```
! RIJCOSX wB97M-V def2-TZVPD def2/J DEFGRID3
* xyz 0 1
H 2.62 2.57 0.08
H 2.22 1.81 -1.55
C 2.82 1.78 -0.64
C -3.31 2.20 2.10
H 3.52 0.04 0.58
C -2.16 1.31 2.52
H 1.99 -1.96 -1.73
H -3.74 0.38 3.79
H -3.05 2.86 1.27
O -0.48 -0.64 -1.16
O 1.63 0.43 1.09
H -1.01 -2.48 -1.74
H -1.39 2.06 2.72
H 2.03 -1.57 -0.25
H 3.11 -0.90 -1.54
H 1.09 -3.43 -2.15
H -1.00 -0.69 -3.80
H 1.09 -2.82 -0.53
C -2.66 0.54 3.76
O -1.75 0.42 1.55
Al -0.38 0.43 0.31
H 0.62 -0.65 -3.71
H -2.14 -0.40 3.94
C -0.19 -1.33 -3.44
H -0.28 -2.20 -4.09
H 3.87 1.79 -0.90
H -3.58 2.90 2.89
H -2.38 1.06 4.68
C 2.60 0.40 0.12
C 1.06 -2.51 -1.58
H 1.33 -0.46 -1.48
H -4.13 1.56 1.77
C 2.23 -0.74 -0.92
C -0.22 -1.76 -1.97
*
```

=====

[6]
DFT (ωB97M-V/def2-TZVPD) results for C15H10Cl2F6NO2PPtS2 as an isolated structure.

Values from the calculation:
E_HOMO (spin up / spin down)	-11.79 / -12.46	eV
expectation value of S²	0.79
energy above the lowest of the compared OMol25 structures with the same formula, charge and spin	0.000	eV
HOMO-LUMO gap (spin up / spin down)	5.18 / 5.88	eV

The geometry in ORCA input format:
```
! RIJCOSX wB97M-V def2-TZVPD def2/J DEFGRID3
* xyz 1 2
F 1.77 2.76 0.36
C -3.04 0.68 1.91
H 6.10 -3.71 0.33
C 3.30 -1.83 -0.02
H -4.63 1.17 -3.68
C 2.86 -3.87 1.29
H -4.89 1.43 1.15
C -1.83 0.02 -2.05
F -0.87 3.44 -1.31
C -3.55 0.82 -0.43
O -0.71 -0.48 -2.25
H 2.16 -4.50 1.84
H 5.34 -1.60 -0.71
S 0.82 -2.14 0.94
F 1.36 3.64 -1.69
H 4.53 -5.14 1.58
O 0.96 1.02 2.87
C -4.39 1.14 -1.56
C 5.07 -3.39 0.42
N -1.42 -0.01 0.30
C -1.78 0.18 1.57
C 2.40 -2.66 0.72
H 1.90 1.01 3.08
C 4.67 -2.23 -0.15
F -0.44 2.59 0.74
H 0.82 1.88 2.45
S 2.76 -0.40 -0.67
C -3.98 0.91 -2.85
Pt 0.57 -0.34 -0.28
C 4.16 -4.22 1.15
F 0.44 4.67 0.18
Cl -2.23 0.07 -4.71
H -1.03 -0.03 2.32
Cl -5.92 1.83 -1.28
C -2.29 0.29 -0.69
F 0.47 1.56 -1.18
P 0.47 3.24 -0.45
H -3.29 0.82 2.95
C -3.92 1.02 0.91
C -2.74 0.36 -3.12
*
```

=====

[7]
DFT (ωB97M-V/def2-TZVPD) results for C37H39AsN4O9SW as an isolated structure.

Values from the calculation:
E_HOMO	-12.97	eV
energy above the lowest of the compared OMol25 structures with the same formula, charge and spin	0.602	eV
HOMO-LUMO gap	5.03	eV

The geometry in ORCA input format:
```
! RIJCOSX wB97M-V def2-TZVPD def2/J DEFGRID3
* xyz 2 1
C -0.94 -1.28 3.06
H 1.84 -4.23 2.43
N -2.06 -0.32 -0.12
H 2.45 3.16 -1.84
C -3.08 -2.43 -0.49
O 0.98 2.15 -0.77
C 3.58 -3.49 0.93
C 1.53 -0.26 -4.84
O -4.14 -1.66 -0.85
S 3.14 -1.02 -1.20
C -1.24 0.64 0.32
H -4.56 4.64 -3.16
As 0.15 -1.61 -2.74
C -2.47 2.54 -0.69
C 1.05 -2.54 3.41
C 2.54 0.53 -5.40
C 3.66 0.86 -4.66
H 4.35 -1.94 2.93
H -2.60 0.98 -2.17
O -0.04 -3.21 -2.66
C -1.92 -1.72 -0.16
H -3.77 5.66 -1.07
H -5.75 -2.87 -0.35
H 2.94 -4.19 0.40
H -3.96 -4.37 -0.70
N -0.08 0.34 0.96
C -3.97 4.05 -2.47
C 3.79 0.39 -3.36
C 0.76 1.41 1.44
C -0.46 -2.17 5.24
N 2.74 -2.49 1.68
H -1.18 2.55 0.89
H -6.05 -1.52 -1.47
H -2.99 -0.01 -0.38
C -2.89 1.98 -1.88
H 4.69 0.60 -2.80
C 2.79 -0.39 -2.81
H 2.43 0.88 -6.42
C 2.19 -3.27 2.82
H 1.03 4.14 -1.39
H 1.36 -3.28 5.40
H -2.13 5.80 2.15
H -1.95 -5.57 0.05
H 2.18 2.53 4.31
N -1.68 1.90 0.29
H -3.67 5.78 1.26
H 3.15 4.15 2.70
H 0.65 -0.49 -5.42
H 4.26 -3.01 0.24
C -3.08 -3.81 -0.43
H -5.22 -2.98 -2.05
C -0.81 -3.80 0.40
H 4.23 -0.98 1.44
C 1.37 3.15 -1.71
O 2.25 -2.22 -0.95
H 3.09 -0.69 2.77
O 4.54 -1.25 -1.12
C 1.31 2.32 0.52
H 0.06 -4.35 0.73
C 2.16 3.31 1.00
W 0.96 -1.34 0.53
H 2.60 4.03 0.32
H 2.99 -3.48 3.53
H 0.63 0.78 3.48
O 2.62 -0.12 -0.10
H 0.88 2.89 -2.64
H -1.63 -0.73 2.43
O -2.25 4.34 0.77
H -0.72 -2.30 6.28
C -3.65 2.74 -2.77
C 1.08 1.49 2.79
C -5.36 -2.31 -1.20
C 2.48 3.38 2.35
O -1.23 -0.84 -3.49
C -3.52 4.63 -1.29
H -3.97 2.30 -3.70
C 3.66 -1.45 2.24
C 1.65 -0.72 -3.54
C -1.30 -1.47 4.37
H 4.17 -4.03 1.67
C 0.71 -2.71 4.75
H -2.24 -1.07 4.74
O 0.28 -0.71 -1.24
C -0.77 -2.40 0.25
C 0.28 -1.77 2.53
C 1.94 2.47 3.25
C -2.58 5.67 1.18
H -2.19 6.40 0.48
C -1.94 -4.49 0.01
C -2.77 3.88 -0.40
H -1.84 -1.55 -3.75
H 4.44 1.47 -5.10
*
```

=====

[8]
DFT (ωB97M-V/def2-TZVPD) results for a 11-piece molecular cluster, C44H88O33 overall at a distorted geometry.

Values from the calculation:
E_HOMO	-10.39	eV
energy above the lowest of the compared OMol25 structures with the same formula, charge and spin	6.412	eV
HOMO-LUMO gap	10.91	eV

The geometry in ORCA input format:
```
! RIJCOSX wB97M-V def2-TZVPD def2/J DEFGRID3
* xyz 0 1
H 15.38 13.21 18.71
H 10.90 12.53 19.07
C 9.68 15.35 18.61
H 5.28 15.00 28.67
H 3.27 17.49 14.65
H 5.91 15.31 20.23
H 4.32 26.13 17.30
H 6.87 13.64 17.95
C 12.01 11.81 11.54
C 3.63 24.12 21.29
H 12.10 15.96 14.37
H 6.53 14.36 26.66
C 2.58 16.76 15.06
C 4.71 14.64 27.81
C 5.28 14.45 20.45
H 5.11 13.85 25.84
O 3.08 21.04 14.93
H 5.71 12.58 17.09
H 6.28 18.28 22.41
H 17.73 17.42 20.57
H 10.96 12.09 11.52
H 4.80 18.90 16.96
H 6.44 19.48 16.54
H -1.27 22.23 12.87
H 2.69 23.81 20.84
H 17.47 17.76 18.88
O 6.33 9.57 17.91
H 8.10 22.22 15.22
C 1.90 21.18 15.43
H 6.92 10.52 24.12
C 2.54 20.76 17.77
C 7.10 22.31 20.47
C 4.31 14.88 16.79
H -0.23 23.54 12.99
O 8.51 18.61 18.13
H 1.71 25.43 16.94
O 5.54 14.14 21.82
H 12.77 16.09 22.69
C 4.66 22.20 20.44
C 10.38 11.98 18.29
H 2.83 19.71 17.74
H 4.36 8.99 17.28
C 2.60 25.00 16.49
C 12.50 13.63 12.98
H 2.51 17.55 17.04
C 16.43 16.07 19.92
H 8.62 10.45 23.89
H 7.89 22.82 16.89
O 6.37 11.09 19.64
H 10.94 11.13 17.90
C 6.94 17.66 23.01
H -0.19 22.55 11.52
H 10.17 12.62 17.44
H 5.64 13.54 19.95
C 3.64 25.65 20.92
H 16.66 15.57 20.86
C 7.61 17.87 18.44
O 4.73 23.53 20.74
H 9.16 14.45 18.29
O 7.78 13.52 21.44
H 7.78 12.77 25.15
O 12.40 14.48 12.09
H 2.38 24.68 15.47
H 11.94 10.73 11.67
H 10.38 15.62 22.35
H 8.55 12.41 19.30
O 12.65 13.90 14.24
C 0.67 21.44 13.28
H 13.09 16.31 16.43
O 13.46 17.87 19.72
H 18.55 16.43 19.43
H 5.60 20.04 17.97
H 7.30 22.92 19.59
H 0.15 20.53 12.99
C 8.86 16.18 19.61
H 1.90 15.95 16.72
C 6.56 16.39 25.04
C 9.13 11.53 19.03
C 17.61 16.95 19.60
H 11.63 18.44 19.31
H 8.74 15.63 20.54
H 3.43 21.37 17.60
H 16.39 11.97 19.70
C 14.54 17.23 19.23
H 12.99 19.56 18.65
O 12.52 12.31 12.81
O 6.47 23.54 15.54
C 7.76 11.09 23.72
C 12.96 15.24 16.24
O 5.50 15.86 25.65
H 9.42 11.11 19.99
O 5.86 21.63 20.25
O 4.03 16.16 16.88
H 1.62 21.56 12.75
H 7.87 18.11 23.35
H 2.03 20.73 18.73
H 7.26 16.78 22.45
H 4.43 26.26 21.36
C 15.45 12.49 19.53
C 7.85 12.62 24.07
C 12.48 15.31 21.99
O 13.54 14.31 21.82
C 7.38 22.50 15.99
H 10.70 15.29 19.00
C 5.50 14.67 26.44
H 14.70 11.76 19.21
C 5.74 24.27 16.46
H 4.53 13.58 27.98
H 12.59 12.15 10.68
O 4.91 25.10 15.66
H 6.94 13.44 16.22
H 9.84 15.90 17.68
H 4.29 9.82 18.78
H 4.23 14.74 20.46
H 2.72 15.81 14.55
C -0.26 22.52 12.61
O 5.60 14.77 16.94
O 7.65 16.67 19.11
O 3.56 13.96 16.48
O 0.82 21.55 14.75
O 5.75 24.07 17.71
H 2.70 26.08 21.26
H 16.34 15.21 19.25
O 6.11 17.22 24.07
O 1.54 20.98 16.76
H 5.06 8.24 18.78
C 6.25 13.52 17.06
H 11.07 14.47 23.46
H 12.10 14.82 16.76
H 7.85 21.53 20.56
C 12.84 15.23 14.70
H 3.69 15.03 27.82
H 10.70 14.00 21.75
H 3.63 26.68 15.79
O 13.03 13.78 19.68
C 12.63 18.56 18.89
C 2.74 16.62 16.53
H 13.76 14.57 16.56
H 3.79 25.84 19.86
O 7.74 16.06 25.35
C 3.86 25.79 16.38
C 6.92 10.53 18.68
O 3.69 21.55 20.19
O 6.80 13.28 23.45
O 14.79 17.15 18.02
H 3.52 23.83 22.34
H 2.89 24.12 17.07
C 11.07 14.78 22.42
C 6.83 13.67 22.17
C 4.92 9.15 18.20
O 14.87 12.97 20.75
H 13.78 15.62 14.31
H 12.57 18.22 17.85
O 6.27 18.06 18.01
H 8.80 13.06 23.76
H 9.48 17.04 19.84
H 6.68 21.67 16.14
H 12.45 15.87 21.05
H 7.77 11.00 22.63
C 13.72 13.67 20.65
O 8.24 10.69 18.29
O 15.31 16.82 20.19
H 1.62 17.19 14.78
H 7.13 22.96 21.34
C 5.78 19.17 17.35
*
```

=====

[9]
DFT (ωB97M-V/def2-TZVPD) results for a 2-piece molecular cluster, C5H15N2 overall.

Values from the calculation:
E_HOMO	-11.92	eV
energy above the lowest of the compared OMol25 structures with the same formula, charge and spin	0.808	eV
HOMO-LUMO gap	8.78	eV

The geometry in ORCA input format:
```
! RIJCOSX wB97M-V def2-TZVPD def2/J DEFGRID3
* xyz 1 1
H 0.09 1.91 3.15
H -1.52 1.39 0.58
H 0.13 -2.54 -1.18
H -1.55 1.25 3.07
H -1.65 -0.77 -1.51
N 2.17 -2.20 -1.20
C 0.88 -1.77 -1.34
H -1.17 -0.30 -3.13
H 2.36 -2.98 -0.59
H 2.92 -1.56 -1.40
H 0.13 2.02 0.61
H -1.10 0.87 -1.85
H 0.12 -0.31 0.17
H 1.27 0.11 -2.20
C 0.51 -0.55 -1.79
C -0.93 -0.18 -2.07
C -0.83 1.91 2.57
H 0.83 -0.04 1.64
C -0.60 1.43 1.15
H -1.25 2.91 2.57
N -0.07 0.02 1.16
H -0.75 -0.62 1.58
*
```

=====

[10]
DFT (ωB97M-V/def2-TZVPD) results for one molecule with the formula C5H10O2.

Values from the calculation:
E_HOMO	-9.58	eV
energy above the lowest of the compared OMol25 structures with the same formula, charge and spin	2.878	eV
HOMO-LUMO gap	10.60	eV

The geometry in ORCA input format:
```
! RIJCOSX wB97M-V def2-TZVPD def2/J DEFGRID3
* xyz 0 1
H 0.77 -0.82 -2.72
C 0.22 -0.04 -2.18
C -0.79 0.34 -0.02
C 0.24 0.65 1.12
H 2.31 0.54 0.49
H 0.41 1.69 1.43
H 1.23 -0.77 -0.03
H -2.55 0.02 1.35
C 1.50 -0.12 0.81
H 1.78 -0.75 1.66
H -1.57 -1.45 0.99
O -0.60 0.02 2.11
C -1.55 -0.36 1.11
H -0.53 0.36 -2.87
O -0.40 -0.59 -1.03
H 0.96 0.74 -1.93
H -1.25 1.21 -0.48
*
```